Entry 1:
C40H49IN6O2SSbSr | ωB97M-V with the def2-TZVPD basis set

Last column: Mulliken charge in e.
CARTESIAN COORDINATES (ANGSTROEM)
Sr  0.3545  -1.3098  0.8957  0.399
O  -1.2017  -2.2541  -0.7362  2.380
C  -1.7295  -3.4105  -0.8642  -0.408
C  -1.8066  -4.0381  -2.1440  -0.492
C  -2.4333  -5.2438  -2.3216  -0.524
C  -3.0409  -5.9210  -1.2514  -0.829
C  -2.9709  -5.3529  -0.0027  -0.759
C  -2.3115  -4.1334  0.2273  1.144
C  -2.2530  -3.6691  1.5924  -1.570
N  -1.5157  -2.7324  2.0586  0.984
C  -1.6261  -2.4466  3.4791  -1.079
C  -1.8186  -0.9531  3.6745  -1.262
N  -0.7060  -0.2011  3.0948  1.165
C  -0.3848  0.8648  3.7279  -1.620
C  0.6241  1.8547  3.4043  0.862
C  0.7045  2.9609  4.2696  -0.764
C  1.5872  3.9940  4.0675  -0.921
C  2.4408  3.9279  2.9550  -0.563
C  2.3970  2.8666  2.0894  -0.935
C  1.4837  1.7809  2.2630  0.408
O  1.4711  0.8104  1.4368  1.426
H  -1.3293  -3.5252  -2.9689  0.351
H  -2.4588  -5.6845  -3.3126  0.412
H  -3.5410  -6.8678  -1.4062  0.376
H  -3.4212  -5.8569  0.8481  0.331
H  -2.9076  -4.2147  2.2888  -0.009
H  -0.7010  -2.7574  3.9772  0.090
H  -2.4634  -2.9905  3.9376  0.483
H  -1.9372  -0.7240  4.7415  0.500
H  -2.7407  -0.6576  3.1627  0.167
H  -0.9355  1.1067  4.6495  0.025
H  0.0321  2.9863  5.1221  0.355
H  1.6242  4.8356  4.7459  0.375
H  3.1484  4.7302  2.7759  0.415
H  3.0575  2.8120  1.2317  0.468
I  1.0408  -5.2714  2.7083  0.139
C  2.3929  -3.7232  3.0917  -0.186
C  3.6805  -4.0529  3.4917  -0.581
C  4.5662  -3.0185  3.7351  -0.394
C  4.1346  -1.7107  3.5835  -1.120
C  2.8289  -1.4912  3.1822  -0.781
N  1.9662  -2.4834  2.9304  0.446
H  3.9727  -5.0874  3.5932  0.415
H  5.5835  -3.2356  4.0359  0.377
H  4.7921  -0.8709  3.7588  0.481
H  2.4549  -0.4879  3.0215  1.068
N  6.6622  3.6107  -3.1853  -0.542
C  6.0585  2.8138  -2.6188  -0.114
C  5.3110  1.8163  -1.9001  0.231
C  5.9668  0.9292  -1.0530  -0.537
C  5.1964  -0.0085  -0.3832  -0.686
N  3.8789  -0.1027  -0.5063  0.039
C  3.2654  0.7487  -1.3195  -0.439
C  3.9321  1.7290  -2.0412  -0.400
H  7.0391  0.9703  -0.9240  0.477
H  5.6652  -0.7250  0.2834  0.403
H  2.1919  0.6432  -1.4048  0.832
H  3.3922  2.3995  -2.6948  0.506
S  2.3005  -3.3625  -0.3875  -0.317
C  2.0738  -2.4151  -1.7464  0.249
N  1.8701  -1.7434  -2.6751  -0.650
C  -3.3912  0.3604  0.5743  -1.981
C  -3.3449  0.6813  -0.9214  2.540
C  -3.9171  -0.5258  -1.6659  -2.027
C  -4.2136  1.8990  -1.2218  -1.768
Sb  -1.1964  0.9049  -1.3877  -0.219
C  -1.1600  0.7434  -3.5789  1.732
C  0.1875  1.2832  -4.0615  -1.739
C  -2.2882  1.4712  -4.3034  -1.797
C  -1.2086  -0.7496  -3.9108  -1.386
C  -0.8393  3.0532  -1.0168  2.105
C  -1.2768  3.3339  0.4226  -1.987
C  -1.4794  4.0616  -1.9631  -1.947
C  0.6827  3.2176  -1.0664  -1.164
H  -4.4348  0.2307  0.8912  0.499
H  -2.9477  1.1447  1.1932  0.235
H  -2.8640  -0.5758  0.7772  0.105
H  -4.9185  -0.7393  -1.2697  0.545
H  -3.3038  -1.4158  -1.5277  0.174
H  -4.0259  -0.3418  -2.7350  0.353
H  -5.2547  1.6655  -0.9618  0.534
H  -4.1931  2.1677  -2.2795  0.216
H  -3.9262  2.7783  -0.6462  0.345
H  0.2869  2.3594  -3.9043  0.275
H  0.2774  1.0995  -5.1392  0.545
H  1.0203  0.7632  -3.5810  0.273
H  -2.2987  2.5428  -4.0999  0.224
H  -3.2685  1.0689  -4.0474  0.291
H  -2.1579  1.3405  -5.3856  0.509
H  -0.3853  -1.2868  -3.4384  -0.019
H  -1.1131  -0.8708  -4.9979  0.568
H  -2.1448  -1.2165  -3.6035  0.309
H  -2.3607  3.3336  0.5440  0.284
H  -0.9093  4.3211  0.7300  0.535
H  -0.8568  2.6064  1.1219  0.204
H  -2.5653  3.9698  -2.0113  0.242
H  -1.0866  3.9680  -2.9772  0.339
H  -1.2468  5.0784  -1.6192  0.507
H  1.1799  2.5203  -0.3898  -0.408
H  0.9539  4.2347  -0.7556  0.573
H  1.0811  3.0622  -2.0713  0.087

Summary:
Lowest unoccupied orbital energy   0.0755 hartree
Charge   -1
Multiplicity   1
Energy relative to the best compared isomer or geometry (same formula, charge and spin)   4.4 kcal/mol
Kohn-Sham gap   6.9 eV

Entry 2:
C40H50N3O4PPtS | ωB97M-V with the def2-TZVPD basis set

Last column: Mulliken spin population.
CARTESIAN COORDINATES (ANGSTROEM)
Pt  -0.0341  -0.4772  1.0953  1.575
C  -1.7688  -4.1147  3.3418  0.001
O  -1.2640  -2.7835  3.2376  0.021
C  -0.4015  -2.3611  4.1965  -0.018
C  0.1461  -3.1819  5.1737  -0.006
C  0.9726  -2.6453  6.1542  0.023
C  1.2529  -1.2887  6.1853  -0.006
C  0.7061  -0.4641  5.2168  0.026
C  -0.1007  -0.9939  4.2203  0.036
N  -0.5787  -0.1188  3.1944  0.256
N  -1.2212  0.8556  3.6547  -0.035
C  -1.5830  1.9610  2.9316  0.176
C  -0.8646  2.4429  1.7430  0.086
O  -0.0332  1.7432  1.1252  0.260
C  -1.1284  3.7861  1.2868  0.056
C  -2.1112  4.5162  1.8374  -0.013
C  -2.9092  4.0233  2.9377  0.063
C  -3.9321  4.7886  3.4727  -0.021
C  -4.6707  4.3208  4.5546  0.144
C  -4.3809  3.0807  5.1237  -0.056
C  -3.3651  2.3054  4.6134  0.164
C  -2.6139  2.7531  3.5013  0.035
H  -2.2462  -4.2727  4.3092  0.001
H  -0.9751  -4.8519  3.1988  0.000
H  -2.5079  -4.2162  2.5525  -0.002
H  -0.0884  -4.2360  5.1976  -0.001
H  1.3846  -3.3015  6.9091  0.001
H  1.8871  -0.8742  6.9559  0.000
H  0.9199  0.5967  5.2068  0.003
H  -0.5306  4.1424  0.4592  -0.001
H  -2.3300  5.5082  1.4602  -0.002
H  -4.1507  5.7597  3.0473  0.003
H  -5.4675  4.9283  4.9617  0.002
H  -4.9520  2.7298  5.9718  0.001
H  -3.1308  1.3498  5.0596  0.012
O  1.8156  -1.2339  1.9672  0.268
N  2.0904  -2.4928  1.7537  0.115
C  3.2680  -2.9486  2.2340  -0.074
C  3.6384  -4.2566  2.0477  0.109
C  2.7951  -5.1306  1.3579  -0.061
C  1.5975  -4.6579  0.8828  0.057
C  1.2275  -3.3184  1.0806  -0.053
S  -0.2586  -2.7103  0.5117  0.782
H  3.8507  -2.2051  2.7564  0.003
H  4.5882  -4.5872  2.4431  0.003
H  3.0805  -6.1612  1.2023  -0.001
H  0.9088  -5.2933  0.3432  0.000
O  0.1506  -0.1539  -1.0526  -0.011
P  0.5781  0.2112  -2.4703  0.018
C  0.6805  -1.3256  -3.4539  -0.003
C  1.1591  -1.1337  -4.9112  0.004
C  0.0435  -1.0897  -5.9532  0.000
C  -0.8762  -2.2959  -5.8221  0.000
C  -1.5289  -2.2919  -4.4470  0.003
C  -0.4848  -2.3341  -3.3308  0.034
C  -0.6041  1.3974  -3.1715  0.009
C  -0.3124  2.8669  -2.8189  0.003
C  -1.5162  3.7264  -3.1951  -0.001
C  -2.7239  3.3947  -2.3005  0.002
C  -2.6208  1.9787  -1.7277  -0.023
C  -2.0534  1.0103  -2.7603  -0.012
C  2.2483  0.9593  -2.5978  0.002
C  2.5579  2.0447  -1.5442  -0.005
C  2.9540  1.4903  -0.1784  0.020
C  4.0551  0.4405  -0.2661  -0.002
C  3.6814  -0.6572  -1.2576  0.005
C  3.4109  -0.0473  -2.6313  0.000
H  1.5113  -1.7903  -2.9095  -0.002
H  1.8049  -1.9828  -5.1541  0.000
H  1.7924  -0.2470  -5.0020  0.000
H  0.4979  -1.0535  -6.9441  0.000
H  -0.5515  -0.1758  -5.8557  0.000
H  -0.2990  -3.2159  -5.9628  0.000
H  -1.6381  -2.2801  -6.6020  0.000
H  -2.1985  -3.1461  -4.3305  0.000
H  -2.1510  -1.4023  -4.3676  0.000
H  -0.0291  -3.3291  -3.3572  0.004
H  -0.9568  -2.2437  -2.3484  -0.002
H  -0.4903  1.2965  -4.2558  0.003
H  0.5838  3.2082  -3.3390  0.000
H  -0.1178  2.9672  -1.7465  -0.002
H  -1.7604  3.5481  -4.2456  0.000
H  -1.2615  4.7839  -3.1203  0.000
H  -3.6459  3.4908  -2.8761  0.000
H  -2.7992  4.1159  -1.4831  -0.001
H  -3.6006  1.6319  -1.3950  0.001
H  -1.9720  1.9685  -0.8465  0.023
H  -2.6894  1.0215  -3.6485  0.000
H  -2.0917  -0.0012  -2.3602  0.004
H  2.2050  1.4563  -3.5752  0.001
H  1.7266  2.7369  -1.4233  0.001
H  3.3905  2.6313  -1.9444  0.000
H  2.0781  1.0497  0.2996  -0.007
H  3.2685  2.3180  0.4602  -0.001
H  4.2529  0.0269  0.7258  0.001
H  4.9884  0.9071  -0.5964  0.000
H  2.7813  -1.1838  -0.9078  -0.006
H  4.4786  -1.3997  -1.3350  0.001
H  3.2619  -0.8187  -3.3854  0.000
H  4.3013  0.5058  -2.9456  0.000

Summary:
Lowest unoccupied orbital energy (alpha / beta)   -0.2199 / -0.3069 hartree
Charge   +2
Multiplicity   5
Energy relative to the best compared isomer or geometry (same formula, charge and spin)   7.0 kcal/mol
Kohn-Sham gap (alpha / beta)   7.0 / 5.3 eV

Here are the calculated electronic energy numbers, same order: -81625.680; -78306.262 (eV).